Here is 2 unconnected molecules or ions with the total composition C5H11NO in a non-equilibrium geometry from the OMol25 dataset. Energies are from wB97M-V/def2-TZVPD.

Geometry as XYZ:
```
18
Properties=species:S:1:pos:R:3:forces:R:3:nbo_charge:R:1
C 0.524602 -2.131995 0.548678 0.0813 -0.0962 0.6172 -0.54
C -0.632433 -1.892138 1.166413 -0.0920 -0.9450 -0.4048 0.02
N -0.843841 -1.597184 2.499050 0.1283 0.5988 0.0548 -0.82
H 1.462161 -1.960550 1.065682 0.0563 -0.2606 0.0084 0.18
H 0.554064 -2.624528 -0.410816 -0.0581 0.4923 -0.2353 0.21
H -1.543417 -1.996721 0.584250 -0.0912 -0.0631 0.1731 0.18
H -0.093441 -1.780167 3.144519 0.0588 -0.0231 -0.1286 0.38
H -1.741658 -1.843928 2.869573 -0.1125 0.0524 -0.0249 0.38
C -0.474821 1.970723 -1.424750 0.1753 0.2071 -0.0089 -0.10
O -0.168368 2.308113 -2.783576 0.0905 -0.2279 0.2593 -0.72
C 0.420876 0.850906 -0.999055 0.3209 0.1952 -0.4326 -0.19
C 1.355464 1.017057 -0.073851 -0.2857 0.4639 -0.2019 -0.37
H -1.532746 1.700396 -1.350618 0.0005 -0.1538 0.0793 0.16
H -0.299295 2.830712 -0.768315 -0.0499 0.0121 -0.0166 0.16
H -0.833399 2.931524 -3.071762 -0.1586 0.1932 -0.2088 0.46
H 0.349254 -0.045461 -1.604959 -0.1060 -0.1973 0.3030 0.20
H 2.044456 0.254307 0.251419 -0.0158 -0.1055 -0.0893 0.20
H 1.452542 2.008933 0.358119 0.0579 -0.1424 0.2566 0.18
```
Positions in Å, forces in eV/Å.

The HOMO-LUMO gap is 0.336 Ha. As for the spin multiplicity: 1. Its SMILES is C=CCO.C=CN. The energy above the lowest of the compared OMol25 structures with the same formula, charge and spin is 62.3 kcal per mole.